Entry 1:
C27H21Cl3HgN8O3PS2 as an isolated structure, computed with ωB97M-V with the def2-TZVPD basis set.

XYZ file:
```
66
Properties=species:S:1:pos:R:3:mulliken_charge:R:1
Hg -0.41 -0.58 0.01 1.789
N -2.25 3.13 2.37 0.075
C -1.56 1.99 2.42 -0.618
N -1.05 1.75 1.24 0.483
C -1.49 2.78 0.48 -0.069
N -2.23 3.66 1.13 -0.892
C -1.20 2.80 -0.96 0.268
C -1.67 3.79 -1.81 -0.427
N -1.42 3.78 -3.11 -0.682
C -0.71 2.74 -3.57 -0.525
C -0.27 1.73 -2.73 -0.421
N -0.49 1.77 -1.42 0.519
H -2.80 3.58 3.09 0.180
H -1.45 1.37 3.29 0.617
H -2.27 4.61 -1.42 0.470
H -0.50 2.71 -4.63 0.391
H 0.27 0.86 -3.10 0.410
S -1.30 -1.82 2.09 -0.492
C -2.65 -2.54 1.21 0.236
C -2.90 -3.90 1.42 -1.060
C -3.93 -4.58 0.79 0.542
C -4.14 -5.97 1.06 -0.059
N -4.29 -7.09 1.29 -0.652
C -4.75 -3.87 -0.11 0.714
C -4.52 -2.53 -0.33 -0.808
C -3.50 -1.81 0.32 0.324
S -3.33 -0.12 0.01 -0.485
C -5.83 -4.53 -0.79 -0.129
N -6.70 -5.05 -1.34 -0.646
H -2.25 -4.44 2.09 0.460
H -5.15 -1.99 -1.02 0.481
C 3.31 -1.36 2.20 -0.694
O 3.22 0.06 2.19 -0.380
P 1.72 0.66 1.93 0.775
O 2.16 2.18 1.58 -0.510
C 2.86 2.51 0.38 -0.554
O 1.19 0.95 3.44 -0.263
C 1.99 1.69 4.36 -0.854
H 4.19 -1.63 2.79 0.250
H 3.42 -1.74 1.18 0.205
H 2.43 -1.83 2.66 0.356
H 3.21 3.54 0.50 0.255
H 2.19 2.45 -0.48 0.119
H 3.71 1.86 0.21 0.335
H 1.73 1.36 5.36 0.235
H 1.78 2.76 4.26 0.230
H 3.05 1.52 4.18 0.324
Cl 4.73 -1.37 -3.68 -0.183
C 3.78 -0.05 -3.11 0.168
Cl 5.59 1.66 -2.25 -0.655
Cl 3.00 0.91 -4.30 -0.144
C 3.10 -0.25 -1.89 -0.132
N 2.60 -0.34 -0.85 -0.038
C -0.56 -1.77 -1.73 -0.976
C -1.11 -2.49 -2.54 0.108
C -1.83 -3.38 -3.39 0.261
C -1.94 -3.16 -4.77 -0.632
C -2.68 -4.02 -5.57 -0.327
C -3.33 -5.11 -5.01 -0.416
C -3.23 -5.34 -3.64 -0.437
C -2.49 -4.49 -2.84 -0.458
H -1.44 -2.30 -5.20 0.434
H -2.75 -3.83 -6.63 0.349
H -3.91 -5.78 -5.63 0.362
H -3.74 -6.19 -3.19 0.397
H -2.41 -4.66 -1.78 0.494
```

Output
Spin multiplicity: 2
Highest occupied orbital energy (alpha / beta) (eV): -2.167 / -2.167
Kohn-Sham gap (alpha / beta) (eV): 6.208 / 5.983
Charge: -2
Energy relative to the best compared isomer or geometry (same formula, charge and spin) (eV): 1.791



Entry 2:
One molecule with the formula C7H15N, computed with ωB97M-V with the def2-TZVPD basis set.

XYZ file:
```
23
Properties=species:S:1:pos:R:3:mulliken_charge:R:1
C 1.56 1.81 -0.86 -0.499
C 1.74 0.39 -1.49 -0.677
C 0.61 -0.61 -1.16 -0.758
C 0.34 -1.02 0.32 -0.113
C -1.15 -1.32 0.42 -0.418
C -1.87 -0.83 1.42 -0.009
C -3.37 -0.79 1.37 -1.206
N 2.25 1.92 0.40 -0.474
H 1.97 2.55 -1.55 0.313
H 0.51 2.09 -0.80 0.301
H 2.75 0.12 -1.23 0.340
H 1.62 0.48 -2.59 0.308
H 0.94 -1.53 -1.64 0.315
H -0.28 -0.16 -1.59 0.405
H 0.61 -0.24 1.03 -0.032
H 1.04 -1.83 0.59 0.307
H -1.43 -1.90 -0.45 0.335
H -1.41 -0.36 2.28 0.317
H -3.89 0.14 1.10 0.281
H -3.79 -1.31 0.49 0.300
H -3.88 -1.13 2.27 0.310
H 1.88 1.50 1.22 0.168
H 3.25 2.02 0.43 0.186
```

Output
Highest occupied orbital energy (eV): -8.578
Kohn-Sham gap (eV): 9.772
SMILES: C/C=C/CCCCN
Energy relative to the best compared isomer or geometry (same formula, charge and spin) (eV): 1.565



Entry 3:
C49H101BBrN10O12 as an isolated structure, computed with ωB97M-V with the def2-TZVPD basis set.

XYZ file:
```
174
Properties=species:S:1:pos:R:3:mulliken_charge:R:1
C -3.79 0.39 2.50 -1.378
C -3.54 -0.08 1.45 -0.994
C -3.31 -0.64 0.11 -1.320
C -2.66 0.31 -0.90 2.423
C -2.48 -0.53 -2.19 -0.262
C -1.84 -1.92 -2.20 -1.777
C -0.62 -2.34 -1.38 -0.464
C 0.73 -1.81 -1.88 0.206
C 1.91 -2.72 -1.49 -1.397
C 2.56 -2.40 -0.15 -0.485
O 1.92 -3.19 0.88 -0.002
C 2.56 -3.21 2.07 0.515
C 2.41 -2.04 3.01 -1.109
O 3.19 -4.16 2.40 -0.473
C -1.22 0.75 -0.52 1.047
C -0.67 0.68 0.90 -2.484
N -0.63 -0.66 1.50 0.051
C -1.34 2.28 -0.86 -0.788
O -0.32 3.10 -0.38 0.496
C 0.34 3.88 -1.36 -0.969
C 1.21 4.94 -0.67 0.319
C 1.79 4.36 0.63 -1.745
C 0.40 6.24 -0.47 1.863
C 0.49 7.13 -1.72 -1.678
C 0.89 7.06 0.73 -1.969
C -2.73 2.59 -0.33 0.180
C -3.01 4.09 -0.29 -0.937
C -2.44 4.62 1.03 0.503
C -3.22 4.39 2.27 -0.843
O -3.14 5.67 1.64 -0.703
N -3.55 1.59 -1.17 1.236
B -5.01 1.49 -0.57 0.558
N -5.42 2.28 0.58 -0.624
O -5.77 0.48 -1.08 -0.672
C -3.76 2.21 -2.54 -0.792
Br -5.35 3.41 -2.40 -0.029
C -3.98 1.44 -3.84 -0.519
C -5.19 0.52 -4.00 -1.636
H -4.10 0.75 3.46 1.162
H -2.62 -1.48 0.25 0.703
H -4.22 -1.08 -0.28 1.134
H -1.96 0.10 -2.92 0.250
H -3.48 -0.68 -2.60 -0.324
H -2.62 -2.65 -1.99 0.442
H -1.57 -2.12 -3.24 0.229
H -0.56 -3.42 -1.54 1.036
H -0.72 -2.25 -0.30 -0.304
H 0.71 -1.67 -2.96 0.537
H 0.96 -0.84 -1.44 -0.175
H 2.69 -2.61 -2.24 0.449
H 1.58 -3.76 -1.43 0.415
H 3.62 -2.64 -0.17 0.541
H 2.49 -1.34 0.10 0.344
H 2.80 -1.12 2.57 0.350
H 2.99 -2.25 3.90 0.412
H 1.37 -1.92 3.29 0.153
H -0.51 0.39 -1.25 0.049
H -1.21 1.33 1.59 0.511
H 0.34 1.10 0.86 0.532
H 0.20 -1.16 1.23 -0.407
H -0.72 -0.62 2.50 0.392
H -1.27 2.28 -1.95 0.515
H -0.37 4.38 -2.01 0.421
H 0.98 3.24 -1.99 0.175
H 2.03 5.19 -1.34 0.600
H 2.67 4.93 0.92 0.408
H 2.10 3.33 0.45 0.428
H 1.05 4.38 1.41 0.228
H -0.65 6.02 -0.28 -0.625
H -0.47 7.57 -1.98 0.349
H 1.16 7.97 -1.54 0.430
H 0.89 6.60 -2.59 0.411
H 0.71 6.56 1.68 0.260
H 1.95 7.29 0.60 0.441
H 0.35 8.00 0.76 0.518
H -2.81 2.25 0.70 -0.549
H -2.54 4.65 -1.09 0.360
H -4.06 4.36 -0.22 0.717
H -1.36 4.62 1.13 0.309
H -4.20 3.94 2.20 0.196
H -2.58 4.29 3.14 0.141
H -6.31 2.73 0.41 0.217
H -5.44 1.75 1.43 0.149
H -6.28 0.10 -0.36 0.353
H -3.00 2.95 -2.74 0.688
H -3.10 0.91 -4.18 0.162
H -4.10 2.22 -4.59 0.752
H -5.18 0.19 -5.03 0.380
H -5.18 -0.36 -3.37 0.258
H -6.14 1.03 -3.84 0.409
C -2.83 -2.54 -6.67 -1.138
C -1.42 -3.03 -6.42 0.760
O -0.59 -2.34 -5.85 -0.672
N -1.11 -4.28 -6.86 -0.165
C -1.96 -5.23 -7.55 -0.820
H -2.92 -1.54 -6.27 0.094
H -3.05 -2.51 -7.74 0.482
H -3.56 -3.19 -6.18 0.352
H -0.16 -4.54 -6.67 0.242
H -2.04 -6.15 -6.97 0.284
H -1.54 -5.47 -8.53 0.289
H -2.95 -4.82 -7.70 0.310
C -6.01 2.32 -7.85 -1.280
C -4.50 2.21 -7.78 0.786
O -3.94 1.74 -6.80 -0.544
N -3.79 2.66 -8.84 -0.214
C -4.28 3.25 -10.07 -0.899
H -6.43 1.91 -6.94 0.198
H -6.32 3.36 -7.96 0.385
H -6.39 1.74 -8.70 0.393
H -2.79 2.56 -8.72 0.245
H -3.97 2.66 -10.92 0.295
H -3.89 4.26 -10.19 0.297
H -5.37 3.30 -10.06 0.347
C -2.77 2.17 7.47 -1.279
C -3.77 2.09 6.34 0.906
O -4.15 1.01 5.89 -0.655
N -4.24 3.26 5.84 -0.103
C -3.92 4.61 6.24 -0.821
H -2.50 1.16 7.76 0.319
H -1.88 2.71 7.16 0.274
H -3.21 2.68 8.33 0.376
H -4.91 3.13 5.09 0.191
H -4.81 5.13 6.58 0.323
H -3.50 5.17 5.40 0.219
H -3.19 4.60 7.05 0.322
C -2.43 -6.75 1.69 -1.151
C -1.42 -7.32 0.72 0.771
O -1.76 -7.96 -0.26 -0.659
N -0.11 -7.07 0.97 -0.115
C 0.48 -6.31 2.06 -0.585
H -3.42 -7.03 1.36 0.307
H -2.27 -7.15 2.69 0.340
H -2.36 -5.66 1.73 0.279
H 0.52 -7.47 0.28 0.204
H 1.05 -5.47 1.66 0.011
H 1.15 -6.94 2.64 0.282
H -0.29 -5.92 2.72 0.293
C 5.77 -5.79 2.43 -1.142
C 7.17 -6.37 2.49 0.572
O 8.07 -5.81 3.08 -0.617
N 7.38 -7.54 1.84 -0.128
C 6.44 -8.34 1.09 -0.808
H 5.77 -4.86 2.99 0.327
H 5.47 -5.58 1.40 0.373
H 5.05 -6.47 2.88 0.336
H 8.33 -7.88 1.92 0.231
H 6.35 -9.34 1.53 0.290
H 6.77 -8.46 0.06 0.284
H 5.46 -7.87 1.09 0.290
C -0.07 5.48 5.32 -0.586
C 1.21 4.90 4.76 0.584
O 1.22 4.22 3.74 -0.520
N 2.36 5.17 5.42 -0.192
C 2.54 5.96 6.63 -0.904
H -0.89 5.17 4.67 -0.498
H -0.26 5.10 6.33 0.516
H -0.03 6.57 5.35 0.463
H 3.17 4.76 5.00 0.261
H 3.20 6.80 6.44 0.292
H 2.98 5.34 7.42 0.292
H 1.59 6.34 6.98 0.345
C 13.69 -5.10 4.15 -1.185
C 13.56 -4.88 2.66 0.733
O 14.54 -4.83 1.93 -0.652
N 12.31 -4.72 2.16 -0.119
C 11.04 -4.75 2.87 -0.716
H 14.74 -5.21 4.39 0.292
H 13.28 -4.26 4.71 0.329
H 13.17 -6.01 4.45 0.341
H 12.29 -4.58 1.16 0.210
H 10.40 -5.53 2.49 0.246
H 10.52 -3.79 2.74 0.237
H 11.19 -4.91 3.93 0.270
```

Output
Highest occupied orbital energy (eV): -9.876
Kohn-Sham gap (eV): 7.895
Charge: +1



Quick rundown of strongest force on any atom, same order as above: 0.74 2.13 2.82 eV/Å
Quick rundown of electronic energy, same order as above: -119104.978 -8990.925 -162636.668 eV